Formula: C4H13NO3
Source: the Open Molecules 2025 dataset
Level of theory: ωB97M-V with the def2-TZVPD basis set

Last column: Löwdin charge in e.
CARTESIAN COORDINATES (ANGSTROEM)
N (-0.40020, 2.53862, 0.29111)  0.077
C (0.72581, 1.76697, 0.74613)  -0.439
C (1.32570, 1.87546, 1.96570)  -0.025
C (2.28653, 0.94919, -1.12479)  -0.018
C (1.34858, 0.84239, -0.23651)  -0.191
H (-1.12052, 1.99298, -0.17228)  0.042
H (-0.92737, 2.98423, 0.94394)  -0.009
H (2.19707, 1.27779, 2.28475)  0.044
H (0.91478, 2.62606, 2.71407)  0.055
H (2.60477, 0.05363, -1.48777)  0.008
H (2.78055, 1.65355, -1.67220)  0.028
H (0.89875, -0.33947, -0.25997)  0.146
H (-2.49483, -0.29491, 0.39273)  -0.074
H (-1.12100, -0.40244, 0.74152)  -0.068
O (-1.65808, -0.33824, 0.03795)  -0.148
H (-4.91573, 0.15047, -1.19286)  -0.038
H (-4.27074, 0.93528, 0.06277)  -0.082
O (-4.14545, 0.52216, -0.78178)  -0.272
H (2.50294, -5.98513, -1.58561)  0.012
H (1.40929, -6.14901, -0.57824)  0.039
O (2.05916, -6.65959, -1.08866)  -0.088

Properties
LUMO level (spin up / spin down)	2.86 / 2.90	eV
energy relative to the best compared isomer or geometry (same formula, charge and spin)	3.809	eV
net charge	-1
spin multiplicity	2
Kohn-Sham gap (spin up / spin down)	2.1 / 8.4	eV



Formula: C4H13NO3
Source: the Open Molecules 2025 dataset
Level of theory: ωB97M-V with the def2-TZVPD basis set

Last column: Löwdin charge in e.
CARTESIAN COORDINATES (ANGSTROEM)
C (1.24728, -1.07220, 0.97883)  -0.047
C (0.50008, -0.27516, -0.14713)  -0.339
C (-0.54557, -1.20776, -0.73469)  -0.091
C (0.11056, 1.08501, 0.33172)  -0.499
N (-1.14687, 1.29002, 0.87828)  0.167
O (0.88660, 2.02588, 0.28926)  0.049
H (1.17064, -0.83945, 2.04301)  0.084
H (1.21674, -2.11121, 0.67220)  0.067
H (2.33386, -0.85599, 0.88259)  0.078
H (1.24170, -0.22138, -0.94839)  0.133
H (-0.10722, -2.12578, -1.11232)  0.077
H (-0.97782, -0.74288, -1.62426)  0.082
H (-1.38300, -1.49476, -0.06204)  0.082
H (-1.70280, 0.47475, 1.08616)  0.093
H (-1.53990, 2.16950, 0.59942)  0.104
O (-4.30797, -2.48330, -0.68326)  -0.060
H (-4.70547, -3.02125, 0.00910)  0.033
H (-5.07645, -2.03701, -1.05035)  0.032
O (3.79420, 1.37505, -0.56023)  -0.071
H (3.61652, 1.45793, -1.49947)  0.026
H (2.92844, 1.72055, -0.27997)  0.001

Properties
LUMO level	0.51	eV
energy relative to the best compared isomer or geometry (same formula, charge and spin)	1.006	eV
SMILES string	CC(C)C(N)=O.O.O
Kohn-Sham gap	10.6	eV



Formula: C4H13NO3
Source: the Open Molecules 2025 dataset
Level of theory: ωB97M-V with the def2-TZVPD basis set

Last column: Löwdin charge in e.
CARTESIAN COORDINATES (ANGSTROEM)
C (1.29116, -0.32295, -0.83476)  -0.166
N (0.12495, -1.04162, -1.24117)  -0.088
C (-0.63967, -1.65789, -0.16936)  -0.406
C (-0.06221, -1.95942, 1.17588)  -0.110
C (-1.76493, -0.58113, 0.10187)  -0.198
O (-2.84666, -0.68533, -0.46217)  0.042
H (2.14766, -0.84548, -0.45936)  0.081
H (1.56289, 0.39391, -1.53207)  0.057
H (1.05770, 0.33745, 0.09349)  0.076
H (0.44801, -1.77850, -2.00447)  0.171
H (-1.07734, -2.61242, -0.54203)  0.148
H (-0.82217, -1.90976, 2.04524)  0.105
H (0.57490, -2.95713, 1.30592)  0.113
H (0.78999, -1.26731, 1.54176)  0.086
H (-1.38709, 0.25002, 0.68545)  0.111
O (1.69186, 2.21504, 0.97185)  0.004
H (1.64119, 1.96405, 0.06005)  0.003
H (1.14320, 2.89903, 1.08670)  -0.039
O (-1.13222, 3.52297, -0.46844)  -0.041
H (-1.37188, 2.73297, 0.01435)  0.014
H (-1.36934, 3.30351, -1.36874)  0.038

Properties
LUMO level	0.59	eV
energy relative to the best compared isomer or geometry (same formula, charge and spin)	3.339	eV
SMILES string	CN[C@@H](C)C=O.O.O
Kohn-Sham gap	9.7	eV



Formula: C4H13NO3
Source: the Open Molecules 2025 dataset
Level of theory: ωB97M-V with the def2-TZVPD basis set

Last column: Löwdin charge in e.
CARTESIAN COORDINATES (ANGSTROEM)
C (-0.36727, 0.33126, -1.45555)  -0.054
C (0.14162, -0.76107, -0.55129)  -0.366
C (-1.02230, -1.75309, -0.23280)  -0.187
O (-0.81035, -2.98148, -0.97917)  -0.092
N (0.79943, -0.39373, 0.73045)  -0.013
C (2.02618, 0.34649, 0.54397)  -0.287
O (1.95990, 1.69076, 1.01197)  -0.065
H (0.43145, 0.99571, -1.74547)  0.070
H (-0.71421, -0.06559, -2.38361)  0.080
H (-1.06606, 1.04150, -1.06873)  0.061
H (0.83540, -1.46231, -1.01095)  0.136
H (-1.94443, -1.38224, -0.67174)  0.109
H (-1.06950, -2.06020, 0.80934)  0.116
H (-0.53468, -3.66680, -0.36852)  0.073
H (0.09942, 0.13586, 1.24150)  0.097
H (2.79864, -0.07332, 1.18784)  0.113
H (2.33082, 0.33991, -0.50739)  0.116
H (1.10099, 2.10565, 0.88115)  0.052
O (-1.31910, 2.43826, 1.47284)  -0.047
H (-1.73394, 2.54358, 2.33361)  0.046
H (-1.94203, 2.63083, 0.76255)  0.042

Properties
LUMO level	0.37	eV
energy relative to the best compared isomer or geometry (same formula, charge and spin)	2.200	eV
SMILES string	C[C@H](CO)NCO.O
Kohn-Sham gap	9.2	eV



Formula: C4H13NO3
Source: the Open Molecules 2025 dataset
Level of theory: ωB97M-V with the def2-TZVPD basis set

Last column: Löwdin charge in e.
CARTESIAN COORDINATES (ANGSTROEM)
C (1.97990, -1.11731, 1.27741)  -0.073
C (1.44944, -1.17745, -0.16757)  -0.238
N (0.34111, -0.28084, -0.40124)  0.062
C (0.38756, 1.04511, -0.62822)  -0.506
C (1.69395, 1.78377, -0.46330)  0.003
O (-0.62010, 1.70071, -0.90925)  0.014
H (2.89367, -1.68429, 1.36386)  0.067
H (1.24897, -1.40238, 2.02832)  0.067
H (2.23942, -0.06801, 1.44422)  0.059
H (2.27512, -0.98181, -0.85005)  0.107
H (1.10192, -2.19337, -0.35577)  0.115
H (-0.57116, -0.68618, -0.32969)  0.096
H (2.54342, 1.12197, -0.64265)  0.068
H (1.71823, 2.56285, -1.22290)  0.087
H (1.82205, 2.25680, 0.49914)  0.087
O (-1.48351, -1.86385, 1.23895)  -0.051
H (-1.86770, -1.06502, 1.61572)  0.045
H (-2.25928, -2.40544, 1.06251)  0.052
O (-3.08288, 0.45166, -0.35050)  -0.075
H (-2.15514, 0.74335, -0.35664)  -0.020
H (-3.29338, 0.21373, -1.25592)  0.034

Properties
LUMO level	0.71	eV
energy relative to the best compared isomer or geometry (same formula, charge and spin)	0.325	eV
SMILES string	CCNC(C)=O.O.O
Kohn-Sham gap	10.4	eV



Formula: C4H13NO3
Source: the Open Molecules 2025 dataset
Level of theory: ωB97M-V with the def2-TZVPD basis set

Last column: Löwdin charge in e.
CARTESIAN COORDINATES (ANGSTROEM)
C (-1.20683, -1.51092, 0.08919)  0.158
C (-0.04228, -0.67146, 0.09978)  -0.672
N (0.22625, 0.09972, -1.04151)  -0.186
C (-0.18395, -0.43917, -2.32337)  -0.104
C (1.55975, 0.70811, -1.06140)  -0.045
O (0.55376, -0.37636, 1.13122)  -0.005
H (-1.31127, -2.13487, 0.96384)  0.069
H (-2.09331, -1.39002, -0.51374)  0.073
H (0.26339, -2.46014, -0.71754)  0.279
H (0.58757, -1.03496, -2.82966)  0.089
H (-0.36156, 0.40250, -2.99735)  0.091
H (-1.09081, -1.02051, -2.26102)  0.058
H (1.45186, 1.51451, -1.78573)  0.094
H (1.80785, 1.14555, -0.10218)  0.074
H (2.30952, -0.04530, -1.31380)  0.098
H (-0.43388, -0.50365, 3.36269)  0.004
H (-1.00418, 0.86912, 3.60892)  0.023
O (-0.86811, 0.01790, 4.04884)  -0.069
H (0.51245, 2.77939, 1.08914)  0.032
H (-0.32970, 1.56146, 1.13578)  -0.004
O (-0.34654, 2.48909, 1.41789)  -0.056

Properties
LUMO level	-1.32	eV
energy relative to the best compared isomer or geometry (same formula, charge and spin)	4.603	eV
Kohn-Sham gap	8.6	eV



energy relative to the best compared isomer or geometry (same formula, charge and spin) of number 3 (C4H13NO3)? 3.339 eV



Which value of energy relative to the best compared isomer or geometry (same formula, charge and spin) does entry 5 give? 0.325 eV



Which value of energy relative to the best compared isomer or geometry (same formula, charge and spin) does entry 2 give? 1.006 eV



Look up the energy relative to the best compared isomer or geometry (same formula, charge and spin) of the first one. 3.809 eV